No. 1
{
  "formula": "C4H6ClN3",
  "method": "ωB97M-V with the def2-TZVPD basis set",
  "largest_force_ev_per_a": 4.9,
  "total_charge": 0,
  "orbital_gap_ha": 0.3009,
  "de_lowest_kcal_mol": 108.14,
  "energy_ha": -780.34298,
  "elements": ["N", "N", "N", "C", "C", "C", "C", "Cl", "H", "H", "H", "H", "H", "H"],
  "positions_angstrom": [[0.66954, 1.87676, 0.60346], [0.61509, 0.92246, -0.41688], [-0.67929, 0.68229, -0.90135], [-1.35404, -0.41456, -0.44764], [-0.82367, -1.54970, 0.00083], [0.60172, -1.46805, 0.20366], [1.23764, -0.30780, -0.03866], [2.97348, -0.14889, 0.16546], [0.30739, 2.71912, 0.20872], [0.23039, 1.73316, 1.52314], [-1.18446, 1.45270, -1.02593], [-2.45699, -0.44042, -0.62116], [-1.36865, -2.56371, 0.26458], [1.23185, -2.49336, 0.48178]]
}

***

No. 2
{
  "formula": "C4H6ClNO2",
  "method": "ωB97M-V with the def2-TZVPD basis set",
  "largest_force_ev_per_a": 3.1,
  "total_charge": 0,
  "orbital_gap_ha": [0.2910, 0.2482],
  "de_lowest_kcal_mol": 101.98,
  "energy_ha": -821.31003,
  "elements": ["C", "C", "C", "C", "N", "O", "O", "Cl", "H", "H", "H", "H", "H", "H"],
  "positions_angstrom": [[0.02334, -0.33546, 0.96653], [0.13168, 0.80393, 0.06948], [-2.10705, -0.31213, 0.08649], [2.03879, 0.11790, -1.12733], [-1.34965, -0.63366, 1.13615], [0.92629, -1.08232, 1.41841], [1.26123, 1.19328, -0.47659], [-3.71335, 0.14409, 0.38227], [-0.73560, 1.58484, 0.24200], [-1.56869, 0.05845, -0.79281], [1.53424, -0.91793, -0.91493], [3.08547, 0.11105, -0.70095], [2.06863, 0.40687, -2.26082], [-1.59533, -1.13893, 1.97210]]
}

***

No. 3
{
  "formula": "C4H6ClNOS",
  "method": "ωB97M-V with the def2-TZVPD basis set",
  "largest_force_ev_per_a": 3.6,
  "total_charge": 0,
  "orbital_gap_ha": 0.3433,
  "de_lowest_kcal_mol": 64.68,
  "energy_ha": -1144.30533,
  "elements": ["C", "C", "O", "C", "C", "Cl", "N", "S", "H", "H", "H", "H", "H", "H"],
  "positions_angstrom": [[-2.17407, 0.14437, -0.74304], [-1.64999, -1.01732, -0.25521], [-0.42028, -1.22644, 0.31336], [0.41648, -0.21575, 0.38084], [1.80469, -0.67051, 0.68723], [2.89354, -1.04417, -0.69583], [0.14843, 0.99678, 0.05733], [1.41581, 2.12620, -0.14239], [-3.16902, 0.18763, -1.07164], [-1.62415, 1.14866, -0.75958], [-2.31032, -1.93236, -0.14243], [1.80711, -1.62848, 1.15056], [2.41751, -0.00663, 1.32042], [0.44428, 3.13803, -0.09960]]
}

***

No. 4
{
  "formula": "C4H6ClNOS",
  "method": "ωB97M-V with the def2-TZVPD basis set",
  "largest_force_ev_per_a": 6.0,
  "total_charge": 0,
  "orbital_gap_ha": 0.2800,
  "de_lowest_kcal_mol": 147.80,
  "energy_ha": -1144.17287,
  "elements": ["C", "C", "C", "C", "H", "H", "H", "H", "H", "H", "N", "O", "S", "Cl"],
  "positions_angstrom": [[-0.89576, 1.48648, 0.07120], [0.17865, 0.59407, 0.23054], [0.26529, -0.56960, -0.70793], [-0.75036, -0.96902, -1.95367], [-1.95768, 3.08633, 0.91246], [-0.67634, 2.19578, 1.98928], [-1.43370, 1.51774, -0.80466], [-0.24632, -0.61407, -3.27086], [-0.98531, -2.23954, -2.02510], [-2.51240, -0.50099, -0.46264], [-1.11764, 2.45618, 1.04471], [-2.02723, -0.34404, -1.74544], [1.49328, -1.53695, -0.41262], [0.89257, 0.20314, 1.82783]]
}

***

No. 5
{
  "formula": "C4H6ClNS",
  "method": "ωB97M-V with the def2-TZVPD basis set",
  "largest_force_ev_per_a": 6.3,
  "total_charge": 0,
  "orbital_gap_ha": 0.2931,
  "de_lowest_kcal_mol": 32.10,
  "energy_ha": -1069.08744,
  "elements": ["C", "C", "N", "C", "Cl", "C", "S", "H", "H", "H", "H", "H", "H"],
  "positions_angstrom": [[-2.04086, 1.35692, 0.08411], [-0.63392, 1.00381, -0.04400], [0.28982, 1.86315, -0.11738], [-0.28280, -0.34402, 0.16295], [-1.66752, -1.39260, -0.06846], [1.06470, -0.80228, 0.10274], [2.64528, -0.20405, -0.02934], [-2.63986, 0.77414, -0.62878], [-2.47999, 0.90826, 0.87020], [-2.33501, 2.44725, -0.08526], [1.27167, 1.58036, -0.06923], [0.27935, 2.84288, 0.26661], [1.25574, -1.94256, 0.26667]]
}

***

No. 6
{
  "formula": "C4H6ClNS",
  "method": "ωB97M-V with the def2-TZVPD basis set",
  "largest_force_ev_per_a": 3.0,
  "total_charge": 0,
  "orbital_gap_ha": 0.3603,
  "de_lowest_kcal_mol": 34.89,
  "energy_ha": -1069.08298,
  "elements": ["C", "S", "C", "C", "Cl", "C", "N", "H", "H", "H", "H", "H", "H"],
  "positions_angstrom": [[0.57646, -0.10800, -1.67794], [-0.92733, -1.00883, -1.30333], [-1.72015, 0.04191, 0.20620], [-1.06850, 0.14934, 1.54209], [-3.40983, -0.57717, 0.27876], [-1.66444, 1.33482, -0.43025], [-1.43476, 2.27261, -1.03319], [1.02940, -0.22454, -2.61634], [1.17126, -0.28260, -0.81658], [0.21557, 0.88101, -1.58481], [-0.35976, -0.58864, 1.98599], [-1.85297, 0.13080, 2.26656], [-0.53042, 1.12967, 1.39275]]
}

***

No. 7
{
  "formula": "C4H6ClP",
  "method": "ωB97M-V with the def2-TZVPD basis set",
  "largest_force_ev_per_a": 6.3,
  "total_charge": 0,
  "orbital_gap_ha": 0.3637,
  "de_lowest_kcal_mol": 7.23,
  "energy_ha": -957.50661,
  "elements": ["C", "C", "C", "C", "P", "Cl", "H", "H", "H", "H", "H", "H"],
  "positions_angstrom": [[-1.62184, -0.14304, -0.68954], [-0.31337, -0.39052, -0.65385], [0.64446, 0.60318, -0.17256], [1.91981, 0.46895, 0.68163], [2.17876, 1.04788, -1.03347], [2.20094, 2.95268, -0.41804], [-2.39278, -0.87592, -1.01006], [-1.87649, 0.88832, -0.39576], [0.03356, -1.36267, -0.99705], [0.09446, 1.53786, 0.18915], [1.89022, 1.04237, 1.49598], [2.29720, -0.58417, 0.94066]]
}

***

No. 8
{
  "formula": "C4H6ClPS",
  "method": "ωB97M-V with the def2-TZVPD basis set",
  "largest_force_ev_per_a": 3.5,
  "total_charge": 0,
  "orbital_gap_ha": [0.2887, 0.2245],
  "de_lowest_kcal_mol": 79.19,
  "energy_ha": -1355.63887,
  "elements": ["C", "C", "C", "C", "P", "S", "Cl", "H", "H", "H", "H", "H", "H"],
  "positions_angstrom": [[-0.69216, -0.86174, -0.28393], [-0.23670, -1.41115, 0.87285], [0.16217, -0.04083, -0.95752], [1.24906, 0.44235, 0.00176], [1.48012, -0.91607, 1.28021], [-1.78661, 1.65208, -2.10650], [1.12500, -0.16782, 3.15659], [-1.65670, -1.08114, -0.52204], [-0.76807, -2.10989, 1.39832], [0.25078, -0.08917, -2.10311], [-2.06013, 2.62101, -1.12737], [2.14126, 0.79123, -0.41910], [0.79197, 1.17114, 0.80984]]
}

***

No. 9
{
  "formula": "C4H6CoO2",
  "method": "ωB97M-V with the def2-TZVPD basis set",
  "multiplicity": 4,
  "largest_force_ev_per_a": 2.0,
  "total_charge": 0,
  "orbital_gap_ha": [0.2243, 0.2107],
  "de_lowest_kcal_mol": 88.11,
  "energy_ha": -1688.97787,
  "elements": ["O", "C", "Co", "O", "C", "H", "H", "H", "C", "C", "H", "H", "H"],
  "positions_angstrom": [[-1.10854, 2.00853, -0.74559], [1.92402, 0.54819, -0.27961], [0.34085, 1.60765, 0.36863], [1.58493, -0.70200, -0.10943], [2.57272, -1.74469, -0.22401], [2.64157, -2.04037, -1.27675], [3.53152, -1.36033, 0.14724], [2.22408, -2.60033, 0.36704], [-2.36799, 1.85566, -0.62426], [-2.73887, 0.81431, 0.40529], [-1.99078, 0.65861, 1.21309], [-3.70015, 1.10208, 0.86175], [-2.91337, -0.14733, -0.10339]]
}

***

No. 10
{
  "formula": "C4H6CoO2",
  "method": "ωB97M-V with the def2-TZVPD basis set",
  "multiplicity": 5,
  "largest_force_ev_per_a": 4.1,
  "total_charge": 3,
  "orbital_gap_ha": [0.3359, 0.2341],
  "de_lowest_kcal_mol": 0.00,
  "energy_ha": -1687.69624,
  "elements": ["H", "O", "C", "C", "C", "C", "O", "Co", "H", "H", "H", "H", "H"],
  "positions_angstrom": [[0.68325, -0.49659, 1.35101], [2.59735, 0.66307, 0.10511], [1.32844, 0.72877, 0.26614], [0.63262, -0.54271, 0.15484], [-0.81101, -0.87866, -0.17909], [-1.89267, 0.11386, 0.03374], [-1.72388, 1.32545, 0.13660], [-0.10149, 2.24096, -0.34614], [2.95255, 1.39758, -0.41893], [1.28670, -1.29026, -0.31703], [-1.10709, -1.78039, 0.37911], [-0.92063, -1.20516, -1.22971], [-2.92414, -0.27591, 0.06435]]
}

***

No. 11
{
  "formula": "C4H6CrF10N4O18S6",
  "method": "ωB97M-V with the def2-TZVPD basis set",
  "multiplicity": 9,
  "largest_force_ev_per_a": 5.5,
  "total_charge": -2,
  "orbital_gap_ha": [0.1877, 0.1673],
  "de_lowest_kcal_mol": 51.05,
  "energy_ha": -6161.31333,
  "elements": ["Cr", "C", "F", "F", "F", "S", "O", "O", "O", "C", "F", "F", "F", "S", "O", "O", "O", "N", "S", "O", "O", "F", "S", "O", "O", "F", "N", "S", "O", "O", "F", "S", "O", "O", "F", "C", "N", "O", "O", "H", "H", "H", "C", "N", "O", "O", "H", "H", "H"],
  "positions_angstrom": [[0.31437, -0.09340, 0.30722], [-4.28189, 1.52598, -0.67977], [-4.61697, 2.30752, -1.69310], [-3.63556, 2.24220, 0.23834], [-5.38329, 1.02942, -0.12843], [-3.17056, 0.11222, -1.38796], [-1.87915, 0.35208, -0.73982], [-3.85418, -1.11736, -0.99737], [-3.14308, 0.26105, -2.82790], [-0.18570, -2.74791, -3.45993], [1.05598, -3.06086, -3.69607], [-0.42574, -1.48753, -3.74991], [-1.01578, -3.52839, -4.15799], [-0.64342, -3.00124, -1.64539], [-0.27012, -1.81466, -0.92028], [-2.09415, -3.28177, -1.59388], [0.05423, -4.20164, -1.23568], [-0.73845, -0.74005, 1.98971], [-0.96399, -0.05546, 3.36474], [-0.10886, -0.46298, 4.45020], [-2.29296, 0.46096, 3.60907], [-0.15461, 1.30230, 2.92024], [-1.53160, -2.24755, 2.28853], [-2.53631, -2.56357, 1.32427], [-1.72717, -2.75310, 3.63649], [-0.26068, -3.13728, 1.84708], [2.01845, -0.05635, -0.89084], [2.38018, 0.80917, -2.24920], [3.28216, 0.28538, -3.23978], [2.26946, 2.22567, -2.01129], [0.94542, 0.44581, -2.90682], [3.26330, -1.02310, -0.87424], [4.54744, -0.41238, -0.71650], [3.14455, -2.23921, -1.62602], [3.02411, -1.52938, 0.65733], [3.21084, 0.61657, 4.03152], [3.07587, 1.18085, 2.66957], [3.76406, 2.22475, 2.31150], [2.13475, 0.64396, 1.91734], [3.86321, -0.26032, 3.98892], [2.21147, 0.40293, 4.40096], [3.79637, 1.30385, 4.64171], [-0.74924, 3.19850, -1.65167], [-0.19552, 3.08487, -0.24876], [-0.03495, 2.01026, 0.29772], [0.03547, 4.15466, 0.31292], [-0.55373, 4.22862, -1.92147], [-1.78373, 2.87266, -1.67578], [-0.16031, 2.53324, -2.27951]]
}

***

No. 12
{
  "formula": "C4H6CsFO4",
  "method": "ωB97M-V with the def2-TZVPD basis set",
  "largest_force_ev_per_a": 2.9,
  "total_charge": 0,
  "orbital_gap_ha": 0.2800,
  "de_lowest_kcal_mol": 0.00,
  "energy_ha": -576.96543,
  "elements": ["O", "C", "C", "O", "C", "O", "O", "C", "H", "F", "H", "H", "H", "H", "H", "Cs"],
  "positions_angstrom": [[1.49242, 0.87851, -1.16052], [2.08907, -0.17829, -0.66788], [1.18048, -0.91685, 0.31409], [0.38464, 0.10477, 0.92535], [-0.89838, -0.01695, 1.27074], [-1.70286, -0.68636, 0.46930], [-1.23751, 0.50572, 2.31490], [-2.48526, 0.06929, -0.45382], [1.71035, -1.47765, 1.08944], [3.29353, 0.15115, 0.11673], [2.48416, -0.89522, -1.41388], [0.57380, -1.59570, -0.30122], [-3.08864, -0.66023, -1.00098], [-3.11074, 0.79426, 0.08199], [-1.84043, 0.63250, -1.13846], [1.15537, 3.29104, -0.44579]]
}